The following is a DFT calculation (ωB97M-V with the def2-TZVPD basis set) of a molecular structure, C29H30F3GePd.

The geometry in XYZ format:
```
64
Properties=species:S:1:pos:R:3:forces:R:3
Pd 0.8925 -0.4378 0.8595 0.357 0.296 0.169
C 0.6943 -2.6230 0.4533 -0.083 -0.056 -0.092
C 0.6376 -2.0710 -0.8900 0.211 0.183 -0.096
C 1.8575 -1.3853 -1.1331 -0.161 -0.140 0.102
C 2.7396 -1.6253 -0.0315 0.051 -0.173 -0.110
C 2.0134 -2.3788 0.9615 0.027 -0.016 0.038
C 2.6184 -3.1029 2.1098 -0.001 0.075 0.040
C 4.1693 -1.2362 0.0019 -0.004 0.017 0.112
C 2.2947 -0.8039 -2.4340 -0.077 0.018 -0.087
C -0.4095 -2.3089 -1.9128 0.032 -0.114 0.061
C -0.3074 -3.5326 1.0775 0.059 0.072 -0.029
H 1.9039 -3.2894 2.9059 -0.022 -0.003 0.008
H 3.4814 -2.5874 2.5229 -0.033 0.014 0.024
H 2.9531 -4.0741 1.7290 0.025 0.006 0.021
H 4.2879 -0.1575 -0.1302 -0.001 -0.027 -0.024
H 4.6961 -1.7195 -0.8259 0.015 0.011 -0.001
H 4.6555 -1.5248 0.9302 -0.018 0.011 0.000
H 3.0536 -0.0326 -2.3123 0.005 0.013 0.048
H 1.4610 -0.3982 -3.0068 -0.008 0.005 0.000
H 2.7515 -1.5948 -3.0362 -0.038 -0.008 -0.021
H -0.6245 -1.4089 -2.4822 0.074 -0.069 -0.054
H -1.3350 -2.6919 -1.4878 0.001 0.038 0.007
H -0.0351 -3.0553 -2.6206 -0.006 -0.041 0.017
H -0.4704 -3.2816 2.1237 -0.004 -0.002 0.032
H 0.0650 -4.5605 1.0460 0.013 0.002 -0.035
H -1.2612 -3.5037 0.5569 -0.013 0.022 0.024
C 2.7359 3.5441 0.9797 -0.019 0.070 0.100
C 2.7711 2.6912 -0.1111 -0.040 -0.075 -0.184
C 1.6692 1.9026 -0.4044 0.019 0.015 0.036
C 0.5420 1.8988 0.4501 -0.053 0.068 0.210
C 0.5259 2.8036 1.5452 0.038 -0.072 0.002
C 1.6013 3.6262 1.7874 0.013 -0.019 0.011
Ge -1.1695 1.1626 -0.0358 -0.323 0.078 -0.123
C -2.6632 1.2373 1.1225 -0.009 0.084 -0.096
C -3.9128 1.3667 0.4924 -0.016 0.012 0.067
C -5.0613 1.5025 1.2531 0.015 0.006 -0.054
C -4.9755 1.5121 2.6377 -0.026 0.006 0.033
C -3.7419 1.4046 3.2698 0.023 -0.007 0.003
C -2.5876 1.2723 2.5215 -0.033 -0.044 0.005
C -1.4801 0.8725 -1.8893 0.018 0.194 0.010
C -2.5354 0.0719 -2.3457 -0.005 0.032 0.020
C -2.7784 -0.0461 -3.7028 -0.025 0.001 0.014
C -1.9857 0.6431 -4.6145 -0.005 -0.007 -0.008
C -0.9476 1.4532 -4.1736 0.001 -0.002 0.011
C -0.6926 1.5696 -2.8156 -0.053 -0.038 -0.054
H 3.5858 4.1807 1.1894 0.008 -0.005 0.004
H 3.6331 2.6817 -0.7656 -0.010 -0.003 0.005
H 1.6408 1.3529 -1.3317 0.087 -0.185 0.046
H -0.3510 2.8756 2.1738 0.030 -0.025 0.027
H 1.5707 4.3326 2.6053 -0.014 -0.004 0.006
H -3.9923 1.3961 -0.5855 0.007 -0.022 -0.023
H -6.0203 1.6097 0.7649 0.000 -0.001 0.004
H -5.8746 1.6149 3.2306 -0.001 0.002 0.001
H -3.6811 1.4258 4.3493 -0.004 0.000 0.002
H -1.6436 1.1896 3.0349 -0.002 -0.012 -0.013
H -3.1535 -0.4775 -1.6464 -0.014 0.006 0.018
H -3.5887 -0.6711 -4.0532 -0.008 0.007 -0.003
H -2.1888 0.5577 -5.6737 0.007 -0.005 -0.003
H -0.3499 2.0059 -4.8858 0.000 0.002 -0.001
H 0.0950 2.2341 -2.4837 -0.039 0.014 -0.035
F 1.6402 -0.9075 3.5477 -0.072 0.034 -0.080
C 0.6025 -0.3446 2.8999 0.056 -0.353 0.039
F 0.4833 0.8820 3.4394 -0.093 -0.008 -0.129
F -0.5042 -1.0416 3.2493 0.138 0.120 -0.019
```
Positions in Å, forces in eV/Å.

Properties
E: -3626.86369 Ha
2S+1: 2
LUMO (spin up / spin down): -7.7861 / -8.8025 eV
HOMO energy (spin up / spin down): -14.477 / -15.017 eV
total charge: +2

Results of the Löwdin charge analysis, in e, for atoms 1 through 2: number 1, Pd, carries 0.925; number 2, C, carries -0.231

***

The following is a DFT calculation (ωB97M-V with the def2-TZVPD basis set) of C20H25N5O3S2 in the gas phase at a distorted geometry.

The geometry in XYZ format:
```
55
Properties=species:S:1:pos:R:3:forces:R:3
C 6.2369 2.5016 0.5018 -0.008 -0.005 0.119
C 6.8728 1.2201 0.0657 -0.096 -0.049 -0.042
C 8.2514 1.1192 -0.0743 0.010 -0.042 -0.006
C 8.8503 -0.0590 -0.4806 0.062 -0.014 0.001
C 8.0732 -1.1727 -0.7504 0.034 -0.037 -0.042
C 6.7006 -1.0990 -0.6107 -0.050 0.051 0.033
C 6.1022 0.0885 -0.2073 0.384 0.064 0.086
N 4.6919 0.1266 -0.0751 0.207 -0.180 -0.313
C 3.8267 -0.1812 -1.1946 -0.180 -0.067 -0.368
C 2.4975 -0.5819 -0.5453 0.281 0.134 -0.210
C 2.4559 -2.0763 -0.3239 -0.031 0.336 -0.171
O 3.3827 -2.8272 -0.5028 0.233 -0.143 0.002
N 1.2584 -2.5994 0.1326 0.236 -0.843 0.181
C 0.0467 -2.0036 0.3038 -1.244 -0.121 0.307
N -0.2498 -0.7701 0.0908 1.752 -0.298 -0.357
N -1.5175 -0.4634 0.3259 -1.575 0.384 0.296
C -2.2312 -1.4561 0.7310 0.375 -0.462 0.017
S -3.9068 -1.3819 1.1153 -0.505 0.098 0.179
C -4.1917 0.3961 0.7815 0.227 -0.258 0.101
C -5.5895 0.8348 1.2027 0.035 -0.106 -0.100
N -6.5402 0.7284 0.1133 -0.076 0.048 0.067
C -6.9244 -0.6435 -0.1791 -0.178 0.007 -0.360
C -7.8422 -0.6570 -1.4012 0.270 -0.245 0.118
O -8.9919 0.1273 -1.1929 -0.164 -0.081 0.039
C -8.6300 1.4526 -0.8903 0.072 0.312 0.264
C -7.7379 1.5185 0.3495 -0.182 -0.023 -0.276
S -1.3343 -2.9697 0.8649 0.282 0.905 -0.266
C 2.5416 0.1457 0.8049 0.034 0.010 0.053
C 4.0320 0.3129 1.0890 -0.502 0.001 0.255
O 4.5240 0.5714 2.1631 0.115 0.017 0.272
H 6.9579 3.3147 0.4858 0.024 0.068 -0.047
H 5.8520 2.3917 1.5154 -0.040 0.068 0.008
H 5.3983 2.7579 -0.1448 -0.065 0.072 -0.024
H 8.8631 1.9848 0.1364 0.039 0.094 0.019
H 9.9241 -0.1093 -0.5841 0.090 -0.002 -0.009
H 8.5345 -2.0986 -1.0592 0.032 -0.080 -0.023
H 6.0841 -1.9672 -0.7911 -0.104 -0.080 -0.014
H 4.2433 -0.9910 -1.7966 -0.046 0.116 0.062
H 3.7045 0.7057 -1.8290 -0.044 -0.111 0.005
H 1.6288 -0.2861 -1.1336 0.149 -0.016 0.060
H 1.2920 -3.5967 0.3131 0.150 0.215 -0.094
H -4.0415 0.5632 -0.2834 0.027 0.117 0.049
H -3.4250 0.9257 1.3433 -0.017 0.040 -0.070
H -5.9075 0.2647 2.0942 -0.059 0.133 0.013
H -5.5360 1.8904 1.4825 0.014 -0.097 0.038
H -7.4491 -1.1021 0.6777 0.029 -0.013 -0.003
H -6.0336 -1.2326 -0.3976 -0.062 -0.037 -0.024
H -7.2852 -0.2771 -2.2711 -0.027 -0.072 0.058
H -8.1929 -1.6695 -1.6067 0.084 0.041 -0.017
H -8.0917 1.8967 -1.7412 -0.057 0.004 0.070
H -9.5612 1.9965 -0.7237 0.088 0.031 -0.021
H -8.3030 1.1456 1.2218 0.008 0.054 -0.010
H -7.4495 2.5558 0.5329 -0.035 -0.001 0.028
H 2.0594 -0.3942 1.6169 0.023 0.069 0.043
H 2.0769 1.1297 0.7344 -0.022 -0.005 0.029
```
Positions in Å, forces in eV/Å.

Properties
E: -2073.00246 Ha
LUMO: 0.2651 eV
HOMO energy: -8.702 eV
SMILES string: Cc1ccccc1N1C[C@@H](C(=O)Nc2nnc(SCCN3CCOCC3)s2)CC1=O
relative energy (zero: lowest compared OMol25 entry of this formula, charge and spin): 4.2 kcal/mol

Results of the Löwdin charge analysis, in e, for atoms 1 through 2: number 1, C, carries -0.032; number 2, C, carries -0.195

***

The following is a DFT calculation (ωB97M-V with the def2-TZVPD basis set) of 9 unconnected molecules or ions with the total composition C30H63NO26S5 at a distorted geometry.

The geometry in XYZ format:
```
125
Properties=species:S:1:pos:R:3:forces:R:3
O 20.3088 -17.3624 28.9779 -0.212 0.382 0.188
N 20.8841 -17.6349 30.0081 0.377 -0.662 0.027
O 21.6977 -18.5417 30.1102 -0.066 0.020 -0.018
C 20.6185 -16.8665 31.2227 -1.072 1.754 0.253
C 21.1572 -17.2640 32.4251 0.592 -0.560 0.434
C 21.0092 -16.4799 33.5695 -0.537 -0.008 0.070
C 20.1928 -15.3726 33.5349 -0.013 0.389 -0.493
C 19.5950 -14.9895 32.3358 -0.404 -0.102 0.174
C 19.8132 -15.6991 31.1699 0.520 -0.565 -0.030
H 21.6795 -18.2099 32.4654 0.201 0.119 -0.024
H 21.4080 -16.6978 34.5513 0.357 -0.610 -0.283
H 20.0427 -14.7957 34.4377 -0.128 0.043 -0.041
H 18.8716 -14.1839 32.3259 0.180 0.183 -0.038
H 19.3659 -15.3163 30.2626 0.075 -0.393 -0.218
C 21.3420 -22.9393 31.1792 -0.274 1.186 -0.238
C 19.9056 -23.1724 31.5748 -0.138 -0.800 0.375
O 19.3071 -21.9681 32.0632 -1.178 0.968 0.293
S 17.6908 -21.9037 32.3213 2.561 0.143 0.874
C 17.6897 -22.5953 34.0550 -0.379 0.186 -1.341
O 17.3938 -20.4978 32.4004 -0.051 -0.890 0.065
O 17.0509 -22.7250 31.3339 -0.138 0.014 0.752
H 21.4289 -21.9895 30.6428 -0.141 -0.239 -0.438
H 21.6295 -23.7616 30.5287 0.392 0.046 0.142
H 21.9989 -22.7707 32.0323 -0.010 -0.600 0.115
H 19.2876 -23.5365 30.7533 0.232 -0.097 -0.035
H 19.9191 -23.8942 32.4011 -0.330 -0.154 -0.174
H 17.9593 -23.6491 34.0374 -0.275 -0.055 -0.256
H 16.6788 -22.4260 34.4177 0.027 -0.149 0.168
H 18.4308 -22.0849 34.6640 -0.095 0.427 -0.301
C 14.9750 -10.3549 36.8973 -0.202 1.168 -1.286
C 15.9401 -11.1157 35.9801 -0.033 -0.328 1.644
O 16.0491 -10.4539 34.7287 -0.025 0.103 -1.440
S 17.2394 -10.9279 33.7267 0.172 1.122 0.302
C 18.5998 -9.8998 34.3921 -0.529 -0.750 -0.529
O 17.4797 -12.3293 33.9433 -0.006 0.603 -0.259
O 16.9458 -10.3862 32.4171 -0.014 -0.686 1.491
H 15.2522 -9.3092 37.0495 0.319 -0.092 0.047
H 14.7359 -10.7747 37.8699 0.336 -0.503 -0.148
H 14.0591 -10.2912 36.3026 -0.228 -0.069 0.313
H 16.9581 -11.1717 36.3733 -0.205 -0.371 0.366
H 15.4688 -12.0959 35.8944 0.623 -0.215 -0.483
H 18.1536 -8.9364 34.6200 0.100 0.030 -0.028
H 19.3239 -9.8241 33.5839 -0.023 0.075 -0.005
H 19.0714 -10.3598 35.2565 -0.211 -0.057 0.062
C 15.5559 -15.5733 26.3388 0.442 0.926 -0.232
C 14.6015 -15.3824 25.1545 0.128 -2.797 1.273
O 14.8542 -14.1944 24.4345 -0.120 1.033 -0.016
S 14.1189 -12.8331 24.8890 0.446 0.456 0.151
C 12.7407 -12.8746 23.7554 0.746 -1.155 0.118
O 13.7136 -12.9453 26.2758 0.159 0.072 -1.309
O 14.9595 -11.7437 24.4525 -0.504 -0.965 0.489
H 15.4807 -14.6576 26.9225 0.494 -0.153 0.256
H 16.5676 -15.7519 25.9664 0.096 0.653 -0.115
H 15.4715 -16.4196 27.0168 -1.012 -0.033 -0.207
H 14.7902 -16.2522 24.5210 -0.118 0.481 -0.675
H 13.5662 -15.5136 25.4785 -0.105 0.615 -0.067
H 13.2136 -13.1112 22.8025 0.005 0.637 -0.147
H 12.1991 -11.9373 23.7783 -0.140 -0.111 0.027
H 12.1884 -13.7924 23.9600 -0.502 0.402 0.389
C 22.4823 -21.0253 26.9062 -0.809 -1.323 1.516
C 21.1570 -20.5523 26.3201 2.129 0.939 -0.954
O 20.2954 -20.0766 27.3366 -1.201 -0.347 0.399
S 19.0463 -21.0225 27.7444 0.770 1.796 0.753
C 18.6183 -20.1989 29.2785 0.254 -1.702 -0.749
O 17.9652 -20.7780 26.8245 0.568 -0.931 0.093
O 19.6159 -22.3099 28.0521 -0.804 -0.085 -0.515
H 22.2441 -21.9029 27.5203 0.326 -0.234 -0.224
H 22.8631 -20.3295 27.6550 -0.009 0.427 -0.390
H 23.2600 -21.2883 26.1938 -0.189 0.142 -0.240
H 21.4987 -19.6776 25.7558 -0.933 0.136 -0.244
H 20.6899 -21.2540 25.6306 -0.102 -0.104 0.216
H 17.8304 -20.8509 29.6592 -0.357 0.354 -0.065
H 18.2911 -19.1938 29.0472 0.234 0.092 0.252
H 19.4662 -20.3906 29.9326 0.098 0.788 0.070
C 13.7538 -22.6321 27.7415 -0.304 1.212 0.037
C 12.8259 -22.0725 28.8191 0.954 0.203 -0.161
O 13.7309 -21.6324 29.8726 0.006 0.414 1.513
S 13.1487 -20.7493 31.1109 -1.308 -0.279 -1.550
C 14.0109 -21.5452 32.4105 0.242 -1.291 0.437
O 13.5556 -19.3906 30.9393 0.500 -0.111 0.179
O 11.7230 -20.9925 31.2041 1.111 -0.220 0.247
H 14.4411 -21.8420 27.4311 0.037 -0.296 0.142
H 13.1700 -22.8128 26.8389 0.084 -0.586 0.099
H 14.3573 -23.4560 28.1116 -0.288 -0.290 -0.145
H 12.3264 -21.1544 28.5149 -0.464 -0.373 -0.399
H 12.1481 -22.8375 29.1924 -0.169 0.248 0.157
H 15.0909 -21.4448 32.3588 -0.190 0.584 -0.273
H 13.8250 -22.6118 32.2687 -0.161 0.045 -0.072
H 13.6385 -21.3053 33.4039 -0.174 0.532 -0.217
C 17.9705 -9.5530 28.0047 1.552 0.267 -1.351
O 17.7088 -8.4311 28.8309 -0.122 0.241 0.896
C 18.4971 -7.3454 28.6275 -1.430 -2.132 -0.953
O 19.2637 -7.2661 27.7134 0.803 0.586 0.041
O 18.1650 -6.4437 29.5224 0.805 0.484 0.535
C 19.0115 -5.3016 29.5183 0.027 1.504 0.499
H 17.7419 -9.3061 26.9662 -0.506 -0.183 0.076
H 17.5189 -10.4866 28.3201 -0.561 0.468 0.441
H 19.0507 -9.7222 27.9543 0.002 -0.068 0.287
H 18.9275 -4.7219 28.6006 -0.168 -0.184 -0.104
H 20.0770 -5.4292 29.7151 -0.075 -0.956 -0.226
H 18.6826 -4.6842 30.3541 -0.337 -0.035 -0.141
C 16.5008 -17.5807 30.5912 0.291 -0.608 0.030
O 16.2902 -16.2504 31.0736 -0.105 -1.229 0.166
C 16.5199 -15.2460 30.2598 0.042 0.893 -0.040
O 16.8171 -15.2927 29.0936 -0.051 -0.049 0.184
O 16.3809 -14.1483 31.0191 0.445 -0.068 0.691
C 16.0325 -12.9160 30.4141 -0.662 -0.090 -1.026
H 16.0003 -17.8385 29.6587 -0.277 0.541 -0.036
H 16.1345 -18.2579 31.3573 -0.085 0.194 0.084
H 17.5586 -17.7966 30.4458 0.146 0.364 0.113
H 16.4174 -12.9169 29.3922 -0.220 0.215 -0.010
H 16.3748 -12.0367 30.9498 0.435 -0.437 0.336
H 14.9391 -12.8926 30.4357 0.054 0.230 -0.389
C 14.9949 -19.1388 26.9112 -0.581 1.313 0.686
O 14.8630 -18.8910 25.5213 -0.154 -0.736 -1.015
C 14.2758 -19.8149 24.7500 0.071 -0.273 0.583
O 14.0550 -20.9666 25.0169 0.086 0.047 0.227
O 13.9453 -19.2214 23.6207 0.422 0.633 -0.722
C 13.4479 -19.9967 22.5531 -0.771 0.111 -1.357
H 16.0388 -19.0210 27.1960 -0.031 -0.397 -0.068
H 14.5209 -20.0391 27.2944 0.305 -0.074 -0.462
H 14.4317 -18.2838 27.2987 0.190 -0.235 0.648
H 12.3572 -19.9713 22.5473 -0.029 -0.415 0.452
H 13.8302 -21.0071 22.4350 0.054 -0.056 0.733
H 13.6844 -19.4984 21.6102 0.420 0.326 0.295
```
Positions in Å, forces in eV/Å.

Properties
E: -5182.60992 Ha
LUMO: -0.3565 eV
HOMO energy: -9.862 eV
SMILES string: O=[N+]([O-])c1ccccc1.CCOS(C)(=O)=O.CCOS(C)(=O)=O.CCOS(C)(=O)=O.CCOS(C)(=O)=O.CCOS(C)(=O)=O.COC(=O)OC.COC(=O)OC.COC(=O)OC
relative energy (zero: lowest compared OMol25 entry of this formula, charge and spin): 0.0 kcal/mol

Results of the Löwdin charge analysis, in e, for atoms 1 through 2: number 1, O, carries 0.092; number 2, N, carries -0.343

***

The following is a DFT calculation (ωB97M-V with the def2-TZVPD basis set) of C2H4F5O3PSi in the gas phase.

The geometry in XYZ format:
```
16
Properties=species:S:1:pos:R:3:forces:R:3
O 1.5577 -1.5112 -0.7268 -0.081 -0.093 -0.074
P 1.9204 -0.3617 0.1099 -0.129 -0.513 -0.223
O 2.7388 -0.7046 1.4445 -0.104 0.479 -0.293
O 2.9016 0.6815 -0.5773 0.106 0.162 0.454
Si 0.0766 0.7596 0.7330 0.092 0.495 0.280
C -1.3184 0.6082 -0.6054 -0.065 -0.136 0.183
F -0.8257 0.5179 -1.8658 0.116 0.055 0.120
F -2.0469 1.7593 -0.5401 -0.062 0.030 -0.081
C -2.3018 -0.5917 -0.3802 -0.427 -0.201 -0.501
F -2.4904 -1.2805 -1.5217 -0.053 0.393 0.746
F -3.4930 -0.1560 0.0717 0.593 -0.334 -0.226
F -1.7992 -1.4406 0.5354 -0.074 0.140 -0.207
H 2.1834 -1.2976 1.9574 0.088 -0.348 0.407
H 2.9059 0.5288 -1.5241 0.107 -0.021 -0.427
H 0.4134 2.1901 0.8509 -0.075 0.013 -0.130
H -0.4223 0.2985 2.0385 -0.032 -0.121 -0.028
```
Positions in Å, forces in eV/Å.

Properties
E: -1434.59764 Ha
LUMO: 0.3436 eV
HOMO energy: -10.762 eV
SMILES string: O=P(O)(O)[SiH2]C(F)(F)C(F)(F)F

Results of the Löwdin charge analysis, in e, for atoms 1 through 2: number 1, O, carries -0.309; number 2, P, carries 0.277